[1]
C24H49CoN3O3SSeSi3 as an isolated structure. Source: the OMol25 dataset; level of theory: ωB97M-V/def2-TZVPD.

The calculation puts the highest occupied orbital energy (spin up / spin down) at -7.9 / -7.6 eV. For the energy above the lowest of the compared OMol25 structures with the same formula, charge and spin, the calculation gives 0.000 eV. Its spin multiplicity is 2.

Geometry (Å):
Co (0.04629, 0.84271, -1.02238)
C (-0.77407, 0.42682, 3.68377)
C (-0.73663, 1.27239, 2.41646)
C (-2.08343, 1.96410, 2.22856)
C (0.38223, 2.29938, 2.50050)
O (-0.43446, 0.44987, 1.26569)
Si (-0.90730, -1.12025, 0.91890)
S (-0.10771, -1.42391, -0.96406)
O (-0.46377, -2.17835, 2.08450)
C (0.74552, -2.90300, 2.36416)
C (0.82810, -4.10457, 1.43114)
C (0.62073, -3.35607, 3.81266)
C (1.95951, -2.00240, 2.18997)
O (-2.55705, -1.06516, 1.03210)
C (-3.47709, -2.16514, 1.14130)
C (-3.59813, -2.55318, 2.61027)
C (-4.81256, -1.64592, 0.62630)
C (-3.02245, -3.34387, 0.28763)
H (-0.92689, 1.07567, 4.54784)
H (0.16458, -0.11131, 3.81471)
H (-1.58427, -0.30267, 3.64987)
H (-2.34462, 2.50521, 3.13966)
H (-2.85992, 1.22941, 2.01630)
H (-2.04101, 2.69162, 1.41555)
H (0.18495, 3.00754, 3.30743)
H (0.45857, 2.85141, 1.56136)
H (1.33914, 1.81158, 2.68684)
H (-0.03607, -4.75516, 1.57737)
H (1.73049, -4.68311, 1.63732)
H (0.85409, -3.77616, 0.39146)
H (-0.26735, -3.97733, 3.93845)
H (0.53411, -2.49135, 4.47240)
H (1.49629, -3.93576, 4.10953)
H (2.03096, -1.64801, 1.16176)
H (2.87163, -2.55283, 2.42848)
H (1.89936, -1.13864, 2.85534)
H (-3.91868, -1.68774, 3.19444)
H (-2.63588, -2.89388, 2.98977)
H (-4.33367, -3.34980, 2.73840)
H (-5.11443, -0.75828, 1.18638)
H (-5.58888, -2.40422, 0.73826)
H (-4.73557, -1.39386, -0.43375)
H (-2.08411, -3.75519, 0.65821)
H (-2.87333, -3.02684, -0.74561)
H (-3.77458, -4.13476, 0.30882)
Se (-4.01438, 1.51201, -0.90122)
N (-4.03531, 3.27114, -1.11852)
C (-2.77595, 3.66094, -1.21090)
C (-2.26807, 4.98502, -1.39197)
C (-0.92093, 5.13281, -1.45286)
C (-0.03802, 4.00727, -1.32341)
N (-0.45525, 2.79116, -1.14883)
C (-1.81518, 2.61159, -1.11700)
N (-2.25814, 1.38421, -0.96638)
H (-2.94530, 5.82380, -1.47583)
H (-0.47845, 6.10890, -1.59305)
H (1.03561, 4.15444, -1.36032)
C (3.31795, 0.95879, 0.62513)
Si (3.30613, 0.38305, -1.16444)
C (3.54757, -1.47793, -1.23520)
C (4.83489, 1.13137, -1.98319)
C (1.77379, 1.05851, -1.96230)
Si (1.39145, 0.65854, -3.74037)
C (1.73241, -1.12772, -4.19357)
C (2.39799, 1.76551, -4.88646)
C (-0.42190, 1.00447, -4.15534)
H (4.18609, 0.58650, 1.17505)
H (2.41270, 0.62659, 1.13507)
H (3.33561, 2.05254, 0.66371)
H (4.33166, -1.76714, -0.52926)
H (3.87178, -1.78728, -2.23079)
H (2.64042, -2.03024, -0.99182)
H (5.74157, 0.85706, -1.43705)
H (4.78150, 2.22286, -2.01496)
H (4.94982, 0.77500, -3.00996)
H (1.95205, 2.14885, -1.94323)
H (2.80454, -1.33337, -4.21821)
H (1.32945, -1.34643, -5.18591)
H (1.27341, -1.81545, -3.48053)
H (3.47034, 1.62476, -4.73670)
H (2.17589, 2.82107, -4.70575)
H (2.17336, 1.55446, -5.93529)
H (-1.09531, 0.38185, -3.55854)
H (-0.61750, 0.78723, -5.20912)
H (-0.68094, 2.05422, -3.98476)

Forces on atoms 1 to 2 (eV/Å):
Co 0.257 -0.063 0.143
C 0.024 -0.018 0.012

---

[2]
A 10-piece molecular cluster, C78H174N10O14 overall in a non-equilibrium geometry. Source: the OMol25 dataset; level of theory: ωB97M-V/def2-TZVPD.

The calculation puts the highest occupied orbital energy at -7.9 eV. For the energy above the lowest of the compared OMol25 structures with the same formula, charge and spin, the calculation gives 6.772 eV.

Geometry (Å):
C (-4.87469, -6.98310, 0.01036)
C (-3.76138, -6.97480, -1.02320)
C (-2.47495, -7.31817, -0.24860)
C (-1.27408, -7.74906, -1.10494)
C (-1.60993, -8.95348, -2.01447)
C (-2.84847, -8.67280, -2.89385)
N (-4.02148, -8.06100, -2.07001)
O (-5.13845, -7.83419, -2.84846)
C (-2.48907, -7.86111, -4.12574)
C (-3.26885, -10.13234, -3.35795)
C (-3.64299, -5.56105, -1.64481)
H (-5.84981, -6.81435, -0.44655)
H (-4.81321, -6.31760, 0.87143)
H (-5.04573, -7.97441, 0.43006)
H (-2.17734, -6.60376, 0.51896)
H (-2.67900, -8.14011, 0.43761)
H (-0.47380, -8.02597, -0.41866)
H (-0.97392, -6.87999, -1.69036)
H (-1.67195, -9.89869, -1.47518)
H (-0.72078, -9.11816, -2.62306)
H (-1.50323, -8.03543, -4.55680)
H (-3.23904, -7.95581, -4.91103)
H (-2.55811, -6.79144, -3.92789)
H (-3.69010, -10.07019, -4.36134)
H (-2.53477, -10.92579, -3.49819)
H (-3.97826, -10.60560, -2.67908)
H (-4.58915, -5.21430, -2.06032)
H (-2.85485, -5.42200, -2.38481)
H (-3.44209, -4.88036, -0.81752)
H (-5.72778, -8.47483, -2.44365)
C (-1.01353, 2.97385, 5.50710)
C (-2.24274, 2.30510, 4.92262)
C (-2.12873, 2.42676, 3.33672)
C (-1.13214, 1.48313, 2.63252)
C (-1.28931, 0.06853, 3.15395)
C (-1.34634, -0.07650, 4.70133)
N (-2.33715, 0.91662, 5.26822)
O (-2.48819, 0.63933, 6.57520)
C (-1.90557, -1.48594, 4.95406)
C (0.07474, 0.06727, 5.18345)
C (-3.60351, 3.00232, 5.33281)
H (-0.34706, 3.39928, 4.75682)
H (-0.46289, 2.37115, 6.22935)
H (-1.32093, 3.89485, 6.00245)
H (-3.12169, 2.37664, 2.88991)
H (-1.76457, 3.44173, 3.17765)
H (-0.12202, 1.79870, 2.89361)
H (-1.20582, 1.56450, 1.54806)
H (-0.50013, -0.52539, 2.69291)
H (-2.18001, -0.33078, 2.66888)
H (-1.99603, -1.84881, 5.97790)
H (-2.94924, -1.54374, 4.64505)
H (-1.37264, -2.25764, 4.39856)
H (0.15595, 0.09868, 6.26996)
H (0.67426, -0.82685, 5.01250)
H (0.62209, 0.89060, 4.72448)
H (-3.86976, 2.99034, 6.38972)
H (-4.43483, 2.50140, 4.83673)
H (-3.69847, 4.01731, 4.94697)
H (-3.41072, 0.65651, 6.84025)
C (5.17423, -0.43909, -4.80954)
C (4.15192, -1.32441, -4.01581)
C (3.65710, -2.39182, -5.01272)
C (4.64247, -3.53302, -5.23147)
C (5.07644, -4.18369, -3.94055)
C (5.44370, -3.25593, -2.73958)
N (4.62510, -1.97504, -2.80997)
O (4.95811, -1.01137, -1.85497)
C (5.05154, -4.07209, -1.46757)
C (6.94388, -2.94459, -2.75121)
C (2.92355, -0.39040, -3.76870)
H (5.90341, 0.01882, -4.14117)
H (4.66323, 0.28347, -5.44584)
H (5.83217, -1.06934, -5.40787)
H (2.69367, -2.76560, -4.66601)
H (3.42938, -1.88268, -5.94921)
H (5.50978, -3.12396, -5.74967)
H (4.26630, -4.29145, -5.91805)
H (5.94455, -4.76236, -4.25616)
H (4.30244, -4.83770, -3.53893)
H (5.44697, -3.60037, -0.56800)
H (3.96863, -4.06353, -1.34372)
H (5.50683, -5.06225, -1.44790)
H (7.46095, -3.88480, -2.55955)
H (7.25917, -2.49350, -3.69206)
H (7.26857, -2.29521, -1.93820)
H (2.22134, -0.93959, -3.14149)
H (2.42942, -0.06932, -4.68568)
H (3.08176, 0.50266, -3.16412)
H (4.18819, -1.03627, -1.28208)
C (5.95866, 6.88709, -3.55838)
C (5.58224, 5.85457, -2.42499)
C (5.19269, 4.52529, -3.22390)
C (5.36932, 3.27403, -2.37280)
C (6.85707, 3.24543, -1.92164)
C (7.21911, 4.50226, -1.03056)
N (6.86932, 5.71385, -1.65085)
O (7.37439, 6.91740, -1.14102)
C (6.53136, 4.35875, 0.33497)
C (8.75690, 4.46348, -0.89766)
C (4.39190, 6.22449, -1.43591)
H (5.08485, 7.15900, -4.15052)
H (6.76937, 6.55170, -4.20519)
H (6.26091, 7.75388, -2.97066)
H (4.10790, 4.55311, -3.32665)
H (5.72617, 4.49908, -4.17407)
H (5.18586, 2.38182, -2.97146)
H (4.75838, 3.31565, -1.47107)
H (7.52498, 3.09096, -2.76906)
H (6.94400, 2.35359, -1.30102)
H (5.53021, 4.78977, 0.34043)
H (6.46071, 3.31394, 0.63743)
H (6.99953, 4.94969, 1.12218)
H (9.32473, 4.61181, -1.81617)
H (9.14039, 5.13333, -0.12803)
H (8.98057, 3.48551, -0.47148)
H (3.89709, 5.37020, -0.97392)
H (3.62008, 6.84951, -1.88507)
H (4.78217, 6.86356, -0.64384)
H (6.95363, 6.95507, -0.27896)
C (4.65553, 6.94240, 2.30152)
C (4.36447, 8.03661, 3.38759)
C (4.31384, 9.37525, 2.71253)
C (3.00357, 9.74647, 2.06095)
C (1.73803, 9.45579, 2.97213)
C (1.74056, 8.06027, 3.63465)
N (3.08325, 7.75306, 4.17664)
O (3.10738, 6.57043, 4.86051)
C (0.79913, 8.28541, 4.83303)
C (1.16189, 6.93858, 2.78994)
C (5.57411, 8.04017, 4.36530)
H (4.73889, 5.92807, 2.69177)
H (5.57774, 6.94451, 1.72047)
H (3.87252, 6.87238, 1.54646)
H (4.57405, 10.19735, 3.37926)
H (5.08788, 9.49290, 1.95416)
H (2.91478, 9.13815, 1.16087)
H (2.99265, 10.74927, 1.63389)
H (0.96326, 9.48669, 2.20606)
H (1.51453, 10.27034, 3.66108)
H (1.20923, 8.99480, 5.55183)
H (-0.15120, 8.73014, 4.53774)
H (0.42842, 7.37102, 5.29624)
H (0.14393, 7.15926, 2.46874)
H (1.77484, 6.57270, 1.96622)
H (1.03978, 6.07820, 3.44792)
H (5.79638, 7.12997, 4.92229)
H (5.58385, 8.76468, 5.17960)
H (6.51179, 8.35108, 3.90467)
H (3.06834, 6.79470, 5.79313)
C (-8.82406, -1.55003, 1.22997)
C (-7.63378, -0.60773, 0.89802)
C (-7.41877, 0.29496, 2.14904)
C (-6.72385, -0.41362, 3.29003)
C (-5.43239, -1.00529, 2.72730)
C (-5.54213, -1.94766, 1.46345)
N (-6.38683, -1.33179, 0.45689)
O (-6.54511, -2.02845, -0.63950)
C (-4.09630, -2.11040, 0.88420)
C (-5.98762, -3.29702, 1.94272)
C (-8.09478, 0.32947, -0.27641)
H (-8.76873, -1.91652, 2.25501)
H (-8.91649, -2.37345, 0.52178)
H (-9.77230, -1.01475, 1.27928)
H (-6.81998, 1.16548, 1.88119)
H (-8.32718, 0.61761, 2.65775)
H (-7.26670, -1.14248, 3.89184)
H (-6.47358, 0.43113, 3.93180)
H (-4.93573, -1.64902, 3.45328)
H (-4.84943, -0.09733, 2.57281)
H (-3.42821, -2.66884, 1.53987)
H (-4.00426, -2.44453, -0.14923)
H (-3.61551, -1.13498, 0.81012)
H (-7.03433, -3.25881, 2.24446)
H (-6.02593, -4.03755, 1.14383)
H (-5.50331, -3.61530, 2.86589)
H (-8.49636, -0.25381, -1.10504)
H (-7.30285, 0.97124, -0.66253)
H (-8.92255, 0.94037, 0.08373)
H (-6.11669, -1.51630, -1.32925)
C (0.76287, -4.86475, -3.41739)
O (-0.66144, -4.78680, -3.72889)
C (-1.02766, -3.68570, -4.63126)
C (-2.31136, -3.89501, -5.40593)
N (-2.33682, -5.08834, -6.28241)
C (-3.55740, -5.34050, -7.05624)
C (-4.05504, -4.19742, -7.99608)
O (-4.69221, -3.17383, -7.33834)
C (-5.08807, -2.12489, -8.20342)
H (1.03657, -5.50476, -2.57860)
H (1.22692, -3.89764, -3.22387)
H (1.20527, -5.11170, -4.38248)
H (-0.27601, -3.41718, -5.37357)
H (-1.11214, -2.75940, -4.06299)
H (-2.44039, -3.02438, -6.04894)
H (-3.10899, -3.88207, -4.66316)
H (-2.05999, -5.77384, -5.59426)
H (-4.44286, -5.69608, -6.52936)
H (-3.21686, -6.16479, -7.68290)
H (-4.75866, -4.65309, -8.69277)
H (-3.30717, -3.74531, -8.64752)
H (-5.68092, -1.39207, -7.65607)
H (-5.58179, -2.39720, -9.13626)
H (-4.16340, -1.62052, -8.48396)
C (4.42170, -6.72411, 1.46910)
O (3.27076, -5.86834, 1.65121)
C (2.08990, -6.69962, 1.46834)
C (1.21283, -6.38390, 2.66622)
N (-0.10202, -6.91954, 2.57795)
C (-0.71492, -6.98272, 3.92637)
C (-2.26868, -7.19010, 3.86360)
O (-3.05083, -6.05885, 3.34162)
C (-2.96163, -4.78994, 3.95305)
H (4.56802, -7.49298, 2.22774)
H (5.33978, -6.13760, 1.43405)
H (4.37683, -7.22836, 0.50380)
H (2.26392, -7.76472, 1.62128)
H (1.67088, -6.59872, 0.46717)
H (1.05557, -5.30563, 2.69252)
H (1.74569, -6.62590, 3.58578)
H (-0.70140, -6.40678, 1.94715)
H (-0.46149, -6.13409, 4.56174)
H (-0.28950, -7.84511, 4.43960)
H (-2.55620, -7.43549, 4.88596)
H (-2.50701, -8.12503, 3.35644)
H (-3.86329, -4.59945, 4.53513)
H (-2.97172, -3.97709, 3.22691)
H (-2.09044, -4.68658, 4.59992)
C (-0.27751, 5.44116, -0.84086)
O (-1.17801, 6.25558, -0.12701)
C (-2.44034, 5.64640, 0.15425)
C (-3.13613, 6.32361, 1.37153)
N (-4.10160, 7.37645, 1.09862)
C (-3.49621, 8.56149, 0.51405)
C (-4.56314, 9.51413, -0.08663)
O (-5.48306, 9.10899, -1.07151)
C (-4.78929, 8.65735, -2.31204)
H (0.59597, 5.95641, -1.24041)
H (-0.69766, 5.15444, -1.80490)
H (-0.09336, 4.49347, -0.33483)
H (-2.25952, 4.61366, 0.45232)
H (-3.06999, 5.64821, -0.73549)
H (-2.46830, 6.56967, 2.19710)
H (-3.77516, 5.60475, 1.88436)
H (-4.88930, 7.06510, 0.54845)
H (-2.86129, 8.37631, -0.35237)
H (-2.87097, 9.08033, 1.24068)
H (-4.07940, 10.46808, -0.29658)
H (-5.18677, 9.75667, 0.77381)
H (-5.46461, 8.46507, -3.14575)
H (-4.40721, 7.65259, -2.13154)
H (-4.00049, 9.33249, -2.64383)
C (-0.43615, -4.02660, -0.17410)
O (0.35038, -2.84589, 0.20217)
C (1.76041, -2.93820, -0.18981)
C (2.63073, -1.99910, 0.74193)
N (2.61579, -0.58597, 0.31081)
C (3.29623, 0.26585, 1.30536)
C (3.19634, 1.80061, 1.02172)
O (2.12348, 2.30567, 1.85494)
C (2.06563, 3.68026, 1.98904)
H (-1.48680, -3.93294, 0.10059)
H (-0.05444, -4.88355, 0.38092)
H (-0.43588, -4.15164, -1.25690)
H (2.10850, -2.72453, -1.20039)
H (2.13150, -3.95097, -0.03270)
H (3.63881, -2.40839, 0.80792)
H (2.30642, -2.17446, 1.76769)
H (1.65884, -0.27099, 0.23916)
H (4.36183, 0.04889, 1.23091)
H (2.84452, 0.11324, 2.28555)
H (2.90310, 1.97066, -0.01423)
H (4.09087, 2.36932, 1.27564)
H (2.10074, 4.09271, 0.98069)
H (2.89659, 4.04016, 2.59574)
H (1.04367, 3.90306, 2.29572)

Forces on atoms 1 to 2 (eV/Å):
C -1.589 -0.767 -0.183
C 0.696 0.300 -0.816

---

[3]
H14O7 as an isolated structure in a non-equilibrium geometry. Source: the OMol25 dataset; level of theory: ωB97M-V/def2-TZVPD.

The calculation puts the highest occupied orbital energy at -8.9 eV. For the energy above the lowest of the compared OMol25 structures with the same formula, charge and spin, the calculation gives 9.479 eV.

Geometry (Å):
O (14.89952, 0.50585, 0.65233)
H (14.18689, 0.52264, 1.29117)
H (14.46632, 0.62040, -0.19351)
O (13.70907, 0.84015, 2.37741)
H (13.21842, 1.48080, 1.86257)
H (14.34989, 1.36118, 2.86126)
O (11.82439, -0.00908, 4.37793)
H (11.26195, -0.02311, 3.60353)
H (12.69474, 0.19976, 4.03865)
O (16.12451, -1.89110, 1.74355)
H (16.83008, -2.02310, 1.11033)
H (15.53675, -2.63402, 1.60629)
O (16.37929, 0.19728, 2.00093)
H (15.58090, 0.48923, 1.56096)
H (16.47012, -0.72155, 1.74850)
O (14.59362, -2.60340, 4.89099)
H (14.25035, -2.38461, 4.02466)
H (13.88262, -2.38423, 5.49322)
O (14.11986, -1.24218, 3.09676)
H (13.96513, -0.32033, 2.89062)
H (14.52001, -1.60129, 2.30483)

Forces on atoms 1 to 2 (eV/Å):
O -3.876 0.154 -9.727
H -0.025 -1.065 -1.028